Record 1
A molecular structure, C32H25Br4CoIO3P in a non-equilibrium geometry, computed with ωB97M-V/def2-TZVPD.

```
67
Properties=species:S:1:pos:R:3:forces:R:3
Co -0.43897 -0.11055 1.37555 0.2 -0.3 -0.4
Br -5.14253 -5.14308 1.84879 0.1 0.0 -0.1
C -3.99478 -3.68645 2.21549 -0.5 -0.9 -1.0
C -3.96802 -3.18346 3.52235 0.1 1.1 1.4
Br -5.19437 -3.85237 4.80043 0.2 0.0 0.0
C -3.13705 -2.13142 3.90076 0.2 -0.4 -1.4
Br -2.95806 -1.47222 5.63334 0.0 0.0 0.0
C -2.32918 -1.53000 2.86556 0.7 0.4 -0.2
O -1.48325 -0.57899 3.07685 -1.5 -1.8 -0.3
C -2.44003 -2.05993 1.44133 1.2 1.8 0.3
O -1.74022 -1.41367 0.56385 -1.1 -1.3 1.1
C -3.24020 -3.18930 1.17760 0.4 0.4 0.7
Br -3.07662 -3.95854 -0.50714 -0.2 -0.1 -0.3
I 1.72490 -2.04807 1.75177 -0.9 -0.8 -1.0
C 0.92443 -3.03476 -0.06765 0.2 0.1 0.0
C 0.44705 -4.31459 0.07287 0.5 -0.1 1.0
C 0.59037 -5.25417 -0.96259 -0.3 0.3 -1.2
C 1.07857 -4.85962 -2.19183 -0.2 -0.3 0.9
C 1.37992 -3.50086 -2.42374 -0.1 0.0 0.0
C 1.88303 -3.12626 -3.70170 0.1 1.0 0.5
C 2.27890 -1.82743 -3.88208 0.3 0.1 -0.3
C 2.04483 -0.84991 -2.89062 -0.5 -0.2 -0.3
C 1.40865 -1.14422 -1.70639 1.0 -0.6 -0.7
P 0.72023 0.20573 -0.75295 -0.5 0.6 0.3
C 2.00075 1.51199 -0.82605 0.3 0.1 0.0
C 2.05130 2.53543 -1.78414 0.1 0.1 0.7
C 3.00624 3.54013 -1.67207 0.0 -0.1 -0.5
C 3.95587 3.50597 -0.67155 0.8 0.7 0.4
C 3.95802 2.49067 0.25623 -0.1 -1.2 0.9
C 2.97259 1.48307 0.17994 0.4 0.7 -0.2
C -0.65796 0.83180 -1.80193 0.3 -0.5 -0.4
C -1.19943 2.07465 -1.51050 -0.5 0.6 -0.2
C -2.18372 2.63762 -2.33198 0.3 -0.2 0.1
C -2.61242 1.94277 -3.46081 0.1 0.5 0.4
C -2.15494 0.65630 -3.68766 -0.2 -0.2 -0.3
C -1.19481 0.08674 -2.86329 0.0 0.6 0.3
C 1.22738 -2.52866 -1.37224 0.1 0.0 0.0
H 0.05882 -4.68185 1.02819 0.4 0.3 -0.2
H 0.31115 -6.28531 -0.80191 -0.1 0.0 0.1
H 1.26663 -5.58641 -2.98050 -0.1 0.2 0.2
H 1.98802 -3.85551 -4.49433 0.0 -0.1 0.1
H 2.75667 -1.48669 -4.80167 -0.2 -0.3 0.1
H 2.27612 0.18187 -3.14061 -0.1 -0.1 0.1
H 1.30629 2.61231 -2.55252 -0.2 -0.1 -0.3
H 3.04957 4.34956 -2.39017 -0.2 0.0 -0.1
H 4.72448 4.28873 -0.56955 -0.5 -0.3 -0.3
H 4.71818 2.47685 1.07209 -0.7 -0.1 -0.8
H 2.93587 0.68692 0.90987 0.1 0.0 0.1
H -0.84958 2.63323 -0.65466 0.1 0.0 0.1
H -2.59222 3.61753 -2.07576 0.2 -0.3 -0.2
H -3.27794 2.42430 -4.16545 -0.2 -0.1 0.1
H -2.57836 0.11385 -4.53571 0.3 0.0 0.3
H -0.86126 -0.91446 -3.04173 0.2 -0.4 -0.2
C 0.09208 4.00024 1.85258 -0.6 0.2 0.3
C 0.01069 2.65100 2.59055 -0.5 -0.8 -1.6
C 1.26399 2.37512 3.39669 0.4 0.1 0.6
C -1.26477 2.55657 3.43558 0.3 0.1 0.5
O -0.06917 1.63473 1.50245 0.3 2.3 1.8
H 0.03054 4.86080 2.55320 0.4 -0.5 -0.3
H -0.81115 4.10455 1.21352 0.6 -0.2 0.1
H 1.00807 4.04909 1.24126 -0.4 0.1 0.2
H 1.44735 3.14060 4.18552 -0.2 -0.3 -0.6
H 2.14275 2.31765 2.74055 -0.2 0.2 0.1
H 1.19077 1.41188 3.91726 -0.1 0.1 -0.1
H -1.22089 3.24236 4.30400 0.1 -0.3 -0.3
H -1.42326 1.52639 3.79306 0.1 0.5 -0.1
H -2.13589 2.84976 2.85437 -0.1 0.0 -0.2
```
Positions in Å, forces in eV/Å.

Calculated values
<S²> = 6.03
HOMO (spin up / spin down) = -7.74 / -8.44 eV
multiplicity = 5
frontier orbital gap (spin up / spin down) = 7.23 / 6.41 eV
DFT total energy = -374918.0679 eV
F_max = 0.0572 hartree/bohr

---

Record 2
2 unconnected molecules or ions with the total composition C4H12 in a non-equilibrium geometry, computed with ωB97M-V/def2-TZVPD.

```
16
Properties=species:S:1:pos:R:3:forces:R:3
C -1.15070 -1.41338 -0.36475 1.0 1.8 -0.3
C -2.60347 -1.07268 -0.69579 -0.3 2.9 0.1
H -0.92250 -2.31714 0.09369 -0.1 -1.7 1.3
H -0.58656 -1.48853 -1.24293 0.5 -0.4 -2.1
H -0.43514 -0.62066 0.06731 -2.0 -0.7 0.3
H -3.32865 -1.18680 0.14824 0.7 0.1 -0.6
H -3.10675 -1.40427 -1.63226 0.9 -0.7 0.7
H -2.50888 0.05371 -0.93027 -0.7 -1.4 0.6
C 2.25020 0.55085 0.71751 -4.9 -0.5 2.7
C 1.35686 1.77083 0.37211 4.2 2.0 2.2
H 2.54806 0.62365 1.79810 -0.4 -0.4 -0.9
H 1.64574 -0.39054 0.49344 0.9 0.9 0.8
H 3.08052 0.49974 0.18368 3.7 -0.1 -2.6
H 0.85099 1.66910 -0.52528 -1.2 -0.1 -1.6
H 2.14349 2.66651 0.27034 -1.9 -1.6 0.0
H 0.76678 2.05961 1.24685 -0.4 -0.2 -0.5
```
Positions in Å, forces in eV/Å.

Calculated values
HOMO = -11.21 eV
energy above the lowest of the compared OMol25 structures with the same formula, charge and spin = 131.0 kJ/mol
frontier orbital gap = 12.31 eV
DFT total energy = -4341.1707 eV
F_max = 0.1091 hartree/bohr

---

Record 3
A molecular structure, C22H22Cl2N6O2S2TeV in a non-equilibrium geometry, computed with ωB97M-V/def2-TZVPD.

```
58
Properties=species:S:1:pos:R:3:forces:R:3
V -0.30025 -1.29958 0.03248 -1.2 2.9 1.0
C -3.91918 -4.81565 1.65532 0.0 0.3 -0.1
S -4.24556 -3.06255 1.33305 0.0 -0.2 0.0
C -2.64757 -2.44448 1.32011 0.3 0.5 0.1
S -2.36937 -0.76402 1.00490 -1.0 0.0 0.6
N -1.62109 -3.19956 1.58589 -1.0 -1.8 0.6
N -0.45512 -2.59189 1.44107 1.3 -0.8 1.6
C 0.60615 -3.02763 2.06739 -1.4 -0.2 0.0
C 1.78076 -2.32683 1.69680 1.3 0.7 -0.2
C 3.08655 -2.59504 2.13472 -0.8 0.0 0.0
C 4.13253 -1.88534 1.58836 -0.1 0.3 -0.4
C 3.85931 -0.93203 0.60460 0.1 -0.3 0.4
C 2.54880 -0.70530 0.23928 0.3 0.1 -0.2
N 1.51763 -1.35909 0.77759 2.1 -0.5 0.7
H -4.87748 -5.31738 1.57573 -0.1 0.0 0.0
H -3.50775 -4.92955 2.65177 0.0 -0.1 0.0
H -3.22794 -5.19535 0.90770 0.0 0.0 0.0
H 0.57538 -3.86945 2.74811 -0.1 0.1 0.0
H 3.24908 -3.35918 2.87981 0.0 -0.1 0.0
H 5.14977 -2.08254 1.88871 0.1 0.0 0.1
H 4.65695 -0.37223 0.14376 0.0 0.1 -0.1
H 2.30645 0.01275 -0.53379 0.0 0.0 0.1
N -5.16316 1.81569 -2.53138 -0.5 0.1 0.0
C -3.84460 1.59015 -2.60835 0.8 -0.2 -0.1
C -2.99713 1.58910 -1.47328 0.0 0.0 -0.1
N -1.71287 1.31751 -1.59625 -0.4 0.1 -0.6
C -1.21623 1.07285 -2.81013 0.0 0.0 -0.3
C -2.04748 1.10613 -3.92049 0.4 -0.1 0.3
N -3.33834 1.35297 -3.82403 -0.5 0.1 0.1
H -5.62614 2.00185 -1.66151 0.0 0.0 0.0
H -5.68397 1.82395 -3.39258 0.0 0.0 0.1
H -3.35973 1.80218 -0.47259 -0.1 0.0 -0.1
H -0.16144 0.84004 -2.87538 0.0 0.0 -0.1
H -1.66055 0.92605 -4.91409 0.1 0.0 -0.1
Cl 1.05112 -3.95844 -0.94632 0.5 -0.7 -0.2
C -0.17679 -3.53406 -2.14539 -0.4 -0.3 -0.1
Cl -1.65064 -4.43236 -1.81147 0.0 -0.4 -0.4
C -0.44048 -2.06100 -1.84501 -0.4 -1.8 -3.6
O -1.57258 -1.72822 -1.46067 -0.6 0.0 0.1
O 0.53233 -1.28127 -1.78975 1.1 0.6 -0.1
H 0.19827 -3.75486 -3.14572 -0.1 0.1 0.2
C 1.32816 1.70458 1.95688 -0.1 0.0 0.0
Te -0.27344 1.28864 0.51184 1.0 1.8 0.9
C 0.96436 2.52125 -0.75572 -0.2 0.0 -0.2
C 1.70922 3.42412 0.18180 -0.1 -0.1 0.3
C 2.20324 4.64998 -0.24182 0.1 0.0 0.0
C 2.86828 5.47970 0.64471 0.0 0.0 -0.1
C 3.01043 5.10468 1.97027 0.0 -0.1 0.1
C 2.49821 3.89359 2.40361 0.0 0.1 0.0
C 1.86034 3.04005 1.51406 0.0 0.0 -0.1
H 2.13067 0.95932 1.96155 -0.3 0.0 0.0
H 0.93078 1.77302 2.97225 -0.1 -0.1 -0.1
H 0.29855 3.09819 -1.40094 0.0 -0.2 0.0
H 1.64269 1.94383 -1.38987 -0.1 -0.1 0.0
H 2.05601 4.96185 -1.26495 0.0 0.0 -0.1
H 3.26129 6.42453 0.30341 0.0 0.1 0.0
H 3.50246 5.76075 2.67193 0.1 0.1 0.0
H 2.58112 3.60558 3.44202 0.1 0.0 0.1
```
Positions in Å, forces in eV/Å.

Calculated values
<S²> = 2.06
HOMO (spin up / spin down) = -10.89 / -10.99 eV
multiplicity = 3
charge = +1
energy above the lowest of the compared OMol25 structures with the same formula, charge and spin = 261.3 kJ/mol
frontier orbital gap (spin up / spin down) = 6.87 / 6.42 eV
DFT total energy = -115897.1554 eV
F_max = 0.0794 hartree/bohr

---

Record 4
2 unconnected molecules or ions with the total composition C4H10NO2S in a non-equilibrium geometry, computed with ωB97M-V/def2-TZVPD.

```
18
Properties=species:S:1:pos:R:3:forces:R:3
C -1.62193 -1.04209 0.94651 -1.2 3.7 -1.9
C 1.33410 1.77764 0.37880 -5.0 -1.5 -2.4
C -1.48188 -0.98714 -0.55509 -1.6 1.1 -0.3
C -2.31786 -0.37348 -1.42561 1.2 -1.2 0.7
N 2.02553 0.74298 1.01990 -0.2 -1.8 0.1
O 2.07165 -0.40397 -1.43032 0.3 -0.2 1.0
O 3.05885 -1.63240 0.56681 -0.9 1.1 -0.8
S 1.89147 -0.87097 -0.01481 0.7 -0.2 0.7
H -1.36550 -1.92547 1.46107 0.5 -0.8 0.4
H -1.03307 -0.08310 1.21895 -0.7 -1.9 0.3
H -2.68568 -0.76354 0.98654 0.0 -0.3 1.3
H 1.30654 1.62575 -0.75016 0.2 0.4 1.0
H 1.58045 2.75719 0.56719 1.3 2.2 0.8
H 0.16435 1.77346 0.65592 2.1 -0.2 -0.4
H 2.96877 0.91957 0.80274 1.9 0.0 0.1
H -0.53397 -1.23476 -0.84413 2.3 -0.8 -1.3
H -3.28930 -0.08291 -1.10854 -0.8 0.4 0.3
H -2.07250 -0.19676 -2.47577 0.1 -0.2 0.4
```
Positions in Å, forces in eV/Å.

Calculated values
HOMO = -3.73 eV
charge = -1
energy above the lowest of the compared OMol25 structures with the same formula, charge and spin = 324.4 kJ/mol
frontier orbital gap = 7.51 eV
DFT total energy = -20729.5749 eV
F_max = 0.1122 hartree/bohr

---

Record 5
2 unconnected molecules or ions with the total composition C5H8S in a non-equilibrium geometry, computed with ωB97M-V/def2-TZVPD.

```
14
Properties=species:S:1:pos:R:3:forces:R:3
C -1.15315 0.30533 -1.29060 0.0 -3.6 0.2
C -1.02102 -0.24653 -0.08945 0.7 0.9 0.7
C -1.05700 0.44357 1.22939 0.2 1.8 0.0
S -0.64437 -1.94590 0.12730 0.0 -1.1 -0.7
H -1.53324 1.21012 -1.60498 -0.5 2.1 0.0
H -1.05490 -0.46248 -2.04976 0.1 0.4 -0.5
H -1.07032 -0.23829 2.05958 -0.3 -0.2 0.3
H -0.19359 1.13204 1.42001 -0.4 -0.6 -0.5
H -1.93469 1.09053 1.21495 -0.1 0.0 0.5
H 0.56827 -1.75123 0.65342 0.1 0.0 0.2
C 2.31462 0.61603 -0.04741 -0.6 -2.2 -2.2
C 2.09597 -0.25237 -0.86287 1.3 -1.5 0.2
H 2.48533 1.35489 0.63905 0.2 1.4 1.1
H 2.19807 -1.25570 -1.39864 -0.6 2.3 0.8
```
Positions in Å, forces in eV/Å.

Calculated values
HOMO = -8.88 eV
energy above the lowest of the compared OMol25 structures with the same formula, charge and spin = 328.6 kJ/mol
frontier orbital gap = 9.79 eV
DFT total energy = -16146.2317 eV
F_max = 0.0694 hartree/bohr

---

Record 6
A molecular structure, C5H9BNO3 in a non-equilibrium geometry, computed with ωB97M-V/def2-TZVPD.

```
19
Properties=species:S:1:pos:R:3:forces:R:3
B 1.88678 -0.30404 -0.33897 -0.9 1.9 0.7
C -1.49810 1.05374 -0.90285 -7.2 -4.6 1.0
C -2.39074 -0.07313 -0.35389 0.2 8.2 -6.5
C -0.26891 1.26848 -0.52323 3.7 -0.3 2.6
C -1.85094 -0.90875 0.53036 1.8 -4.6 4.0
C 0.58842 0.47259 0.40200 -0.7 -3.0 -1.7
N -0.42496 -1.04104 0.66556 -0.6 -0.3 1.4
O 1.70506 -1.47324 -0.93799 0.3 -1.3 -1.0
O 2.92789 0.49612 -0.34586 1.3 1.3 0.4
O 0.89944 0.90200 1.58960 -0.5 1.9 2.2
H -1.99052 1.76428 -1.52046 -0.3 0.4 -0.5
H -3.46157 0.03162 -0.54182 0.5 -0.4 -0.1
H 0.13852 2.21229 -0.68022 1.1 1.5 -0.8
H -2.43311 -1.58748 1.17536 0.3 0.5 -0.4
H -0.53347 -1.38863 1.64661 2.0 0.5 -0.6
H 0.11779 -1.74483 0.11657 -0.9 0.2 0.0
H 2.42700 -1.69482 -1.56012 -0.5 -0.2 0.4
H 3.88593 0.43250 -0.41947 -0.4 -0.5 -0.3
H 0.27549 1.58234 1.99881 0.9 -1.2 -1.0
```
Positions in Å, forces in eV/Å.

Calculated values
<S²> = 2.02
HOMO (spin up / spin down) = -9.85 / -14.46 eV
multiplicity = 3
charge = +1
energy above the lowest of the compared OMol25 structures with the same formula, charge and spin = 52.9 kJ/mol
frontier orbital gap (spin up / spin down) = 6.96 / 7.66 eV
DFT total energy = -13630.1696 eV
F_max = 0.2040 hartree/bohr